(1)
Molecular formula: C8H15N2O
Method: DFT, ωB97M-V/def2-TZVPD

The geometry in XYZ format:
```
26
Properties=species:S:1:pos:R:3:lowdin_charge:R:1
C 2.0778 -1.1164 0.1373 -0.37
C -0.3956 0.9232 1.6228 -0.09
C -1.7498 1.1223 0.9170 -0.05
C 0.1443 -2.2210 0.8746 0.08
C 0.1339 0.2550 0.3421 -0.15
C -1.0401 0.6991 -0.4473 -0.52
C -0.7911 1.9530 -1.3044 -0.01
C -1.6014 -0.3043 -1.3107 -0.05
N 1.4599 0.0393 0.0025 0.20
N 3.3864 -1.3169 0.0291 0.22
O 1.4547 -2.2271 0.4496 0.02
H 0.0665 1.7933 1.8567 0.08
H -0.4349 0.2336 2.5617 0.15
H -2.3926 0.3535 1.3274 0.12
H -2.0585 2.1065 1.1279 0.10
H -0.0096 -2.2846 1.9794 0.11
H -0.5856 -2.7555 0.2316 0.09
H 0.0394 2.7050 -0.9564 0.13
H -1.7501 2.4597 -1.3263 0.09
H -0.5941 1.5940 -2.2910 0.07
H -0.8190 -0.5784 -2.1490 0.15
H -2.4871 0.0238 -1.7680 0.09
H -1.7349 -1.2631 -0.8855 0.05
H 1.7777 0.8249 -0.5000 0.17
H 4.1046 -0.7628 -0.5691 0.19
H 3.7993 -2.2561 0.0481 0.15
```

Computed properties:
Multiplicity: 1
Kohn-Sham gap (alpha / beta) (eV): 8.5 / 8.9
Highest occupied orbital energy (alpha / beta) (eV): -12.245 / -12.677
Total charge: +1
Largest force on an atom (eV Å⁻¹): 4.55



(2)
Molecular formula: C8H15N2O2S
Method: DFT, ωB97M-V/def2-TZVPD

The geometry in XYZ format:
```
28
Properties=species:S:1:pos:R:3:lowdin_charge:R:1
C -0.9125 -0.8728 -0.2330 -0.30
C 0.3760 -0.5639 -0.1952 -0.28
C -2.1514 1.7691 -0.2951 -0.09
C 2.2644 -1.9820 1.0690 -0.07
C 1.3147 2.0375 1.5965 -0.03
C -2.6758 -2.2423 -1.7352 -0.21
C 1.5645 -1.6483 -0.2901 -0.12
C 1.6877 1.4151 0.1688 -0.16
N -3.1562 1.1272 -0.2412 -0.01
N -1.4959 2.8917 -0.3983 0.18
O -3.6413 -0.0022 -0.1684 -0.19
O 0.6183 0.7392 -0.5094 -0.08
S -2.2284 -1.7336 -0.0360 1.18
H 2.6900 -3.0880 1.0911 0.12
H 1.6323 -1.8061 1.8452 0.02
H 3.2482 -1.2759 1.1934 0.13
H 2.0252 2.7398 1.8348 0.04
H 0.3587 2.5295 1.6609 0.04
H 1.2854 1.2637 2.4236 0.10
H -2.1198 -1.8999 -2.5196 0.04
H -3.6911 -2.1377 -1.8521 0.03
H -2.4361 -3.2920 -1.6519 0.05
H 2.2461 -1.1929 -0.9011 0.08
H 1.0609 -2.4570 -0.7560 0.10
H 2.5741 0.7864 0.2917 0.11
H 1.9354 2.2695 -0.3914 0.10
H -1.4725 3.3748 -1.2873 0.14
H -0.9007 3.2513 0.2863 0.08
```

Computed properties:
Multiplicity: 1
Kohn-Sham gap (alpha / beta) (eV): 8.6 / 8.6
Highest occupied orbital energy (alpha / beta) (eV): -12.742 / -12.742
Total charge: +1
Largest force on an atom (eV Å⁻¹): 5.24



Asked for ΔE to the lowest compared entry with this formula, charge and spin across the records above, the calculation gives 121.0, 127.3 kcal per mole in order.